(1)
{"formula": "C9H36O9", "method": "ωB97M-V/def2-TZVPD", "smiles": "CO.CO.CO.CO.CO.CO.CO.CO.CO", "relative_energy_kcal_mol": 142.5, "e_tot_ha": -1041.44369, "largest_force_ha_per_bohr": 0.067, "gap_ev": 10.06, "symbols": ["C", "O", "H", "H", "H", "H", "C", "O", "H", "H", "H", "H", "C", "O", "H", "H", "H", "H", "C", "O", "H", "H", "H", "H", "C", "O", "H", "H", "H", "H", "C", "O", "H", "H", "H", "H", "C", "O", "H", "H", "H", "H", "C", "O", "H", "H", "H", "H", "C", "O", "H", "H", "H", "H"], "positions_angstrom": [[-1.924148, 0.994185, 1.526019], [-0.606148, 1.090185, 1.980019], [-1.887148, 1.263185, 0.494019], [-2.678148, 1.601185, 2.017019], [-2.313148, 0.003185, 1.608019], [-0.507148, 1.940185, 2.443019], [1.172852, -4.190815, -1.497981], [2.121852, -4.762815, -0.689981], [1.543852, -4.206815, -2.522981], [1.057852, -3.188815, -1.038981], [0.300852, -4.836815, -1.356981], [2.090852, -4.405815, 0.220019], [1.096852, 3.644185, 0.559019], [1.554852, 4.036185, 1.856019], [0.743852, 4.647185, 0.167019], [0.285852, 2.932185, 0.646019], [1.886852, 3.297185, -0.122981], [0.855852, 4.024185, 2.526019], [2.480852, 0.342185, 1.852019], [1.727852, -0.821815, 1.635019], [3.283852, 0.490185, 1.142019], [3.023852, 0.339185, 2.775019], [1.857852, 1.225185, 1.847019], [0.787852, -0.648815, 1.806019], [-3.282148, 0.520185, -1.409981], [-4.185148, 1.317185, -0.643981], [-2.412148, 1.154185, -1.773981], [-3.761148, 0.208185, -2.295981], [-2.917148, -0.365815, -0.834981], [-4.730148, 0.688185, -0.179981], [-2.199148, 4.077185, -0.865981], [-3.349148, 3.861185, -0.056981], [-1.551148, 3.228185, -0.799981], [-1.664148, 4.965185, -0.512981], [-2.518148, 4.245185, -1.884981], [-3.603148, 2.927185, -0.168981], [0.606852, -0.316815, -1.495981], [0.400852, 0.980185, -0.928981], [-0.441148, -0.685815, -1.679981], [1.207852, -0.972815, -0.824981], [1.077852, -0.235815, -2.448981], [0.100852, 0.919185, -0.025981], [-1.499148, -2.809815, 0.206019], [-1.657148, -2.907815, -1.212981], [-0.440148, -2.866815, 0.512019], [-2.111148, -3.547815, 0.728019], [-2.018148, -1.908815, 0.581019], [-1.851148, -3.814815, -1.424981], [4.295852, -2.240815, -0.402981], [4.313852, -2.186815, 1.027019], [5.291852, -2.533815, -0.781981], [3.996852, -1.290815, -0.750981], [3.581852, -2.976815, -0.772981], [3.357852, -2.236815, 1.257019]], "forces_ev_per_a": [[-0.858, 0.386, -0.549], [0.669, 0.417, 1.315], [-0.528, 0.195, -0.781], [0.320, 0.512, 0.312], [0.152, -0.975, 0.114], [0.128, -0.620, -0.215], [-0.693, 0.680, 1.009], [2.524, -1.314, 1.958], [-0.278, 0.287, 0.016], [-0.817, -0.113, -1.370], [-0.606, 0.606, -0.689], [-0.074, -0.372, -0.925], [-0.727, 2.576, -0.038], [0.911, -0.747, 0.709], [-0.133, -1.435, -0.422], [-0.002, -0.053, -0.402], [-0.079, -0.134, 0.814], [0.132, 0.014, -0.645], [0.259, 0.952, 0.089], [-0.418, -0.799, -0.267], [-0.163, -0.330, -0.767], [0.020, -0.341, 1.003], [-0.141, 0.257, -0.110], [0.533, 0.222, 0.077], [1.661, 0.519, 0.192], [0.449, -0.235, -0.089], [-0.917, -0.696, 0.858], [-0.665, -0.693, -1.051], [-0.131, 0.725, -0.534], [-0.522, 0.007, 0.332], [-0.773, 0.505, 0.473], [0.196, -0.076, 0.306], [0.701, -0.501, -0.207], [-0.155, -0.162, -0.003], [0.176, 0.032, -0.531], [-0.153, 0.453, 0.006], [-1.938, -0.248, 1.192], [0.799, 0.427, -0.837], [1.190, -0.555, 0.120], [-0.531, 0.379, -0.465], [0.508, 0.353, -0.570], [0.072, -0.356, 0.510], [-0.883, 0.075, 0.098], [-0.015, 0.671, 0.692], [-0.486, 0.160, -0.023], [0.428, -0.597, -0.081], [0.830, 0.162, -0.480], [-0.032, -0.440, -0.157], [0.587, -1.028, 0.419], [-1.111, -0.586, -0.112], [-0.419, 0.349, 0.290], [-0.091, 1.259, -0.847], [0.097, -0.112, 0.016], [0.998, 0.335, 0.245]]}

(2)
{"formula": "C21H22FN3O5S", "method": "ωB97M-V/def2-TZVPD", "smiles": "CCOc1ccc(N(CC(=O)Nc2cccc(F)c2)S(=O)(=O)c2c(C)noc2C)cc1", "relative_energy_kcal_mol": 52.9, "e_tot_ha": -1851.92625, "largest_force_ha_per_bohr": 0.027, "gap_ev": 9.15, "symbols": ["C", "C", "O", "C", "C", "C", "C", "N", "C", "C", "O", "N", "C", "C", "C", "C", "C", "F", "C", "S", "O", "O", "C", "C", "C", "N", "O", "C", "C", "C", "C", "H", "H", "H", "H", "H", "H", "H", "H", "H", "H", "H", "H", "H", "H", "H", "H", "H", "H", "H", "H", "H", "H"], "positions_angstrom": [[-1.200456, -7.432712, -0.417765], [-0.475173, -6.220453, 0.144474], [-0.879957, -5.091536, -0.607822], [-0.378456, -3.873655, -0.293354], [0.535456, -3.624017, 0.726585], [0.985917, -2.335636, 0.952393], [0.525941, -1.279553, 0.180683], [1.003998, 0.030566, 0.427892], [0.634711, 0.677263, 1.668160], [-0.895335, 0.748446, 1.828812], [-1.462565, 0.236037, 2.767210], [-1.472635, 1.414978, 0.803169], [-2.828090, 1.611196, 0.537846], [-3.845807, 1.113293, 1.347259], [-5.167608, 1.347878, 1.013257], [-5.502152, 2.073857, -0.116985], [-4.476018, 2.558898, -0.907965], [-4.780622, 3.269356, -2.014849], [-3.147699, 2.341985, -0.605391], [1.483778, 1.007737, -0.819964], [1.587327, 0.240191, -2.016886], [0.672574, 2.205212, -0.837476], [3.099514, 1.454646, -0.281120], [4.214988, 0.567393, -0.229585], [4.219942, -0.859281, -0.615384], [5.259413, 1.205022, 0.218714], [4.887661, 2.487783, 0.469191], [3.593420, 2.650630, 0.171265], [2.960895, 3.973942, 0.359690], [-0.397367, -1.521558, -0.830051], [-0.835272, -2.805145, -1.069672], [-0.915786, -8.323130, 0.135278], [-0.944548, -7.564929, -1.465229], [-2.274606, -7.290940, -0.339239], [0.612007, -6.357236, 0.062581], [-0.734734, -6.079798, 1.202684], [0.907229, -4.421320, 1.350006], [1.694028, -2.152084, 1.746621], [1.042559, 0.126024, 2.520588], [1.057381, 1.684182, 1.651013], [-0.840983, 1.821236, 0.111551], [-3.593787, 0.548881, 2.228862], [-5.950468, 0.958599, 1.645671], [-6.527775, 2.265031, -0.387743], [-2.371902, 2.733432, -1.245761], [5.242076, -1.212631, -0.712315], [3.705507, -1.449599, 0.141622], [3.679982, -0.980354, -1.552146], [1.957687, 3.951725, -0.056622], [2.916753, 4.222574, 1.419670], [3.552842, 4.740376, -0.136776], [-0.756407, -0.701461, -1.431250], [-1.546822, -3.010348, -1.853123]], "forces_ev_per_a": [[0.153, 0.427, 0.076], [0.052, -0.370, 0.151], [-0.099, 0.111, -0.144], [0.046, 0.290, -0.029], [-0.104, -0.306, 0.013], [-0.067, 0.281, -0.137], [-0.061, -0.606, -0.237], [0.265, 0.484, -0.781], [-0.140, 0.118, 0.413], [0.387, 0.005, 0.021], [-0.018, -0.057, 0.174], [0.077, 0.285, -0.391], [-0.498, -0.029, 0.068], [0.128, -0.149, 0.224], [0.072, 0.107, -0.178], [-0.016, 0.103, -0.163], [0.025, -0.100, 0.150], [0.049, -0.063, 0.094], [-0.123, 0.037, -0.049], [0.786, 0.250, 0.480], [0.010, -0.204, 0.113], [0.216, -0.061, 0.072], [-0.195, 0.505, -0.027], [-0.026, 0.428, 0.140], [0.206, -0.131, -0.006], [0.458, -1.296, -0.273], [-0.755, 0.868, 0.055], [-0.500, -0.442, -0.271], [0.186, 0.052, 0.061], [-0.039, -0.166, 0.145], [-0.011, -0.203, 0.056], [0.017, -0.102, 0.045], [0.021, -0.061, -0.095], [-0.108, -0.034, 0.015], [-0.106, 0.077, 0.052], [0.082, 0.039, -0.106], [0.004, -0.089, 0.035], [0.107, 0.027, 0.074], [-0.098, 0.122, -0.120], [-0.020, -0.005, 0.232], [-0.162, -0.138, 0.287], [0.004, -0.006, 0.019], [-0.065, -0.037, 0.060], [-0.097, 0.037, -0.054], [0.060, 0.073, -0.115], [0.032, -0.076, -0.013], [-0.030, -0.077, 0.022], [0.070, -0.095, -0.029], [0.041, 0.069, 0.034], [-0.023, 0.028, 0.049], [-0.003, 0.063, -0.035], [-0.101, 0.031, -0.075], [-0.088, -0.016, -0.103]]}

(3)
{"formula": "C4H2OS", "method": "ωB97M-V/def2-TZVPD", "relative_energy_kcal_mol": 60.5, "e_tot_ha": -626.83883, "largest_force_ha_per_bohr": 0.061, "gap_ev": 6.97, "symbols": ["C", "C", "C", "C", "O", "S", "H", "H"], "positions_angstrom": [[0.120145, 0.549782, -1.115487], [-0.939950, 0.017280, -0.474935], [1.080530, -0.800446, 2.366774], [0.525356, -0.469921, 1.195838], [-0.722946, -0.682028, 0.699427], [1.613286, 0.261960, -0.128794], [0.302520, 1.167857, -1.948548], [-1.978940, -0.044483, -0.594275]], "forces_ev_per_a": [[-0.214, -1.297, 2.875], [1.601, 0.247, -0.305], [-0.422, 0.346, -0.756], [1.183, -0.016, -0.692], [0.530, 0.287, 0.376], [-0.993, -0.359, 0.570], [-0.534, 0.383, -0.910], [-1.150, 0.409, -1.158]]}

(4)
{"formula": "C20H23Br48OS", "method": "ωB97M-V/def2-TZVPD", "e_tot_ha": -124801.42464, "largest_force_ha_per_bohr": 0.018, "gap_ev": 7.20, "total_charge": 1, "symbols": ["C", "C", "S", "O", "C", "C", "H", "H", "H", "H", "H", "H", "H", "C", "Br", "Br", "Br", "H", "C", "Br", "Br", "Br", "H", "C", "Br", "Br", "Br", "H", "C", "Br", "Br", "Br", "H", "C", "Br", "Br", "Br", "H", "C", "Br", "Br", "Br", "H", "C", "Br", "Br", "Br", "H", "C", "Br", "Br", "Br", "H", "C", "Br", "Br", "Br", "H", "C", "Br", "Br", "Br", "H", "C", "Br", "Br", "Br", "H", "C", "Br", "Br", "Br", "H", "C", "Br", "Br", "Br", "H", "C", "Br", "Br", "Br", "H", "C", "Br", "Br", "Br", "H", "C", "Br", "Br", "Br", "H"], "positions_angstrom": [[-2.013877, -3.277972, 0.143130], [-2.005907, -3.299795, 1.345265], [-1.836263, -3.219280, 3.003736], [-0.285945, -3.517581, 3.260649], [0.401781, -2.418210, 3.972705], [1.617464, -2.979747, 4.646382], [-1.845407, -3.105484, -0.912854], [-1.915290, -1.841275, 3.106149], [0.685700, -1.644751, 3.262443], [-0.270930, -2.000565, 4.723714], [1.366922, -3.799639, 5.313730], [2.091674, -2.193601, 5.230699], [2.353893, -3.318446, 3.922115], [4.691243, -6.761482, 2.128784], [2.927626, -6.366543, 1.450592], [6.068902, -6.295400, 0.869107], [4.992946, -5.935165, 3.839384], [4.736633, -7.830568, 2.278103], [-2.462900, 1.629747, 2.934653], [-2.124659, 0.053146, 1.864629], [-2.381141, 1.255857, 4.816305], [-1.296383, 3.047226, 2.405628], [-3.475815, 1.942019, 2.707482], [3.982655, -4.127670, -1.555172], [4.092967, -2.346279, -0.821485], [2.221244, -4.501091, -2.240134], [5.345502, -4.453949, -2.859111], [4.155225, -4.811812, -0.740669], [-6.483138, 0.676152, 3.175763], [-6.074053, 2.282356, 4.144648], [-5.928758, 0.847048, 1.340895], [-5.720912, -0.889577, 4.006051], [-7.555940, 0.545892, 3.180779], [-6.584880, -0.966287, -1.844668], [-6.109529, -0.864742, -3.696202], [-8.427407, -1.427465, -1.571209], [-5.400689, -2.148085, -0.886701], [-6.440191, 0.023157, -1.433864], [-5.747402, 6.604876, 3.465008], [-7.513276, 5.901615, 3.176541], [-4.394963, 5.259414, 3.184116], [-5.412122, 8.166176, 2.402171], [-5.686342, 6.900364, 4.503443], [-3.082613, 1.259128, -2.634902], [-4.340122, 2.003123, -3.880259], [-3.769621, 1.280567, -0.832801], [-2.510317, -0.504095, -3.151299], [-2.206839, 1.893088, -2.642407], [8.377007, -2.859552, 0.848746], [8.754131, -4.197616, -0.482863], [8.317842, -3.605488, 2.621448], [9.614822, -1.393995, 0.733637], [7.393077, -2.467553, 0.632306], [-0.627172, -3.762528, -4.657881], [-1.886386, -2.786672, -5.726261], [-1.241706, -4.007939, -2.835996], [-0.157602, -5.436008, -5.468098], [0.274070, -3.165823, -4.596424], [3.903388, -2.353352, -6.432701], [3.938364, -1.221264, -4.873723], [5.555195, -3.301471, -6.658110], [2.397396, -3.556020, -6.374895], [3.779103, -1.712571, -7.293482], [7.899159, -7.429296, -4.565624], [6.117714, -6.983834, -5.154284], [9.221689, -6.939612, -5.868169], [8.269079, -6.662138, -2.841621], [7.937303, -8.502229, -4.448422], [9.935958, -2.545875, -4.592899], [10.236426, -2.243950, -6.468708], [8.122680, -3.092838, -4.252070], [11.203828, -3.792796, -3.859054], [10.084538, -1.603298, -4.086744], [-6.303227, 5.440573, -2.777993], [-7.942731, 5.460668, -3.780724], [-5.930696, 7.149966, -1.979048], [-6.291401, 4.032414, -1.468037], [-5.503721, 5.231366, -3.474645], [-2.181776, 5.921575, 6.340647], [-2.102655, 7.378312, 7.588546], [-0.556321, 4.890835, 6.332368], [-3.717105, 4.804233, 6.647184], [-2.293701, 6.346766, 5.352386], [0.690916, 4.507729, -0.984015], [1.181609, 5.048155, 0.794321], [1.584145, 2.883596, -1.496667], [-1.222230, 4.321606, -1.093136], [1.000043, 5.281372, -1.671688], [-5.635287, 12.564798, 2.883293], [-5.301611, 12.357592, 0.999553], [-7.453003, 12.128469, 3.332194], [-4.386465, 11.543070, 3.930573], [-5.483433, 13.606228, 3.125715]], "forces_ev_per_a": [[0.390, 0.447, 0.184], [0.086, 0.299, -0.459], [-0.232, -0.757, 0.476], [-0.232, 0.451, 0.115], [0.477, 0.189, 0.389], [0.245, -0.215, -0.083], [-0.494, -0.075, 0.478], [0.089, -0.046, -0.163], [-0.251, -0.020, -0.260], [-0.179, -0.014, -0.068], [-0.045, -0.052, 0.043], [-0.064, 0.111, 0.063], [-0.011, -0.131, -0.098], [0.085, -0.040, 0.007], [0.040, 0.055, -0.032], [-0.130, 0.038, -0.012], [-0.033, 0.026, -0.023], [-0.014, -0.009, -0.001], [-0.083, 0.219, 0.173], [0.152, -0.041, 0.061], [0.096, -0.057, -0.060], [0.038, -0.029, 0.086], [-0.053, -0.102, 0.005], [0.065, 0.094, -0.116], [0.001, 0.004, 0.021], [0.039, 0.032, 0.064], [-0.258, 0.033, 0.151], [-0.013, -0.079, 0.120], [-0.069, 0.064, 0.111], [-0.054, -0.169, 0.025], [-0.203, -0.024, 0.242], [0.004, 0.011, -0.046], [-0.013, -0.018, -0.001], [-0.015, 0.104, -0.011], [-0.359, -0.426, -0.044], [0.056, -0.027, -0.007], [-0.003, -0.199, 0.055], [0.017, 0.020, 0.038], [-0.071, 0.071, 0.003], [0.041, -0.008, -0.019], [0.149, 0.139, -0.302], [-0.012, -0.041, -0.017], [0.013, -0.027, 0.015], [0.052, 0.086, -0.094], [0.321, 0.311, -0.110], [0.148, 0.164, -0.487], [0.065, 0.153, 0.100], [0.013, 0.021, 0.036], [-0.056, 0.001, 0.014], [0.051, 0.078, 0.021], [0.024, 0.022, -0.020], [-0.007, -0.021, -0.006], [-0.013, -0.013, -0.009], [0.085, 0.113, -0.200], [0.014, -0.144, 0.030], [0.015, -0.375, -0.637], [-0.197, -0.090, 0.164], [0.031, -0.021, 0.048], [0.033, 0.035, -0.008], [0.002, -0.015, 0.015], [-0.137, -0.009, -0.074], [0.229, 0.043, -0.079], [-0.042, 0.012, 0.005], [-0.049, -0.027, -0.083], [0.124, -0.088, -0.114], [-0.031, 0.049, 0.039], [0.082, -0.143, 0.045], [0.002, -0.010, -0.008], [0.039, -0.055, 0.004], [-0.007, -0.026, 0.019], [0.186, 0.151, 0.038], [-0.030, 0.004, -0.011], [-0.006, 0.010, 0.003], [0.001, 0.061, -0.063], [0.026, -0.011, 0.027], [-0.010, -0.054, 0.015], [-0.070, 0.054, 0.185], [0.013, -0.016, 0.003], [0.001, 0.043, -0.084], [0.000, -0.041, -0.017], [-0.018, -0.002, -0.009], [-0.013, -0.058, 0.264], [-0.006, -0.022, -0.019], [-0.090, -0.170, 0.128], [0.148, 0.106, 0.020], [-0.017, -0.005, -0.025], [-0.092, 0.059, -0.219], [-0.031, 0.037, 0.015], [-0.036, -0.037, -0.002], [-0.007, -0.021, 0.012], [0.024, -0.007, -0.012], [0.036, 0.057, 0.036], [0.009, 0.010, -0.005]]}

Going through the records in order, we get LUMO energy values of 0.0062; 0.0210; -0.0497; -0.1482 Eh.
Going through the records in order, we get highest occupied orbital energy values of -9.890; -8.578; -8.327; -11.229 eV.